Record 1
# C24H66N4O8

A cluster of 7 separate species, C24H66N4O8 in total in a non-equilibrium geometry (the ωB97M-V functional and the def2-TZVPD basis, OMol25).

Highest occupied orbital energy in eV: -8.742
Kohn-Sham gap in eV: 9.466
ΔE to the lowest compared entry with this formula, charge and spin in kJ/mol: 195.34

CARTESIAN COORDINATES (ANGSTROEM)
C  -5.5252  -2.5522  -6.6965
O  -4.5175  -3.3426  -6.1235
C  -3.7278  -2.6175  -5.2168
C  -2.7808  -3.6007  -4.5245
C  -1.7453  -3.0385  -3.5914
N  -2.0150  -4.3158  -5.5807
H  -5.8352  -2.9866  -7.6468
H  -5.2030  -1.5365  -6.9707
H  -6.3288  -2.4190  -5.9609
H  -3.1642  -1.7659  -5.6164
H  -4.3271  -2.1305  -4.4344
H  -3.3433  -4.4085  -4.0406
H  -1.1786  -2.2081  -4.0217
H  -1.1865  -3.8194  -3.0788
H  -2.1028  -2.4602  -2.7201
H  -2.6077  -4.5383  -6.3734
H  -1.7486  -5.2041  -5.1700
C  -3.5568  0.9409  -1.4538
O  -2.9253  0.3927  -0.3383
C  -1.5114  0.3061  -0.3927
C  -1.0206  0.2759  1.0321
C  -1.4465  1.5511  1.7991
N  0.4344  -0.0179  1.1607
H  -4.5889  0.6255  -1.5814
H  -3.0030  0.6805  -2.3703
H  -3.5037  2.0394  -1.4595
H  -1.3133  -0.6457  -0.9055
H  -1.0719  1.1070  -0.9997
H  -1.5461  -0.4771  1.6303
H  -1.0750  1.5431  2.8184
H  -2.5357  1.6223  1.8165
H  -1.1432  2.3846  1.1548
H  0.4843  0.1956  2.1589
H  0.9347  0.8297  0.8709
C  0.5933  -4.4971  4.4210
O  1.6129  -3.5278  4.4707
C  1.2232  -2.3279  5.1112
C  1.0057  -1.1379  4.1583
C  2.3179  -0.4967  3.6775
N  0.2593  -0.0578  4.7982
H  1.0236  -5.2391  3.7432
H  -0.3170  -4.1741  3.8971
H  0.2849  -4.9029  5.3889
H  0.2895  -2.4037  5.6770
H  2.0411  -2.0823  5.7963
H  0.4552  -1.4872  3.2834
H  2.1693  0.4429  3.1495
H  2.8680  -1.1388  2.9893
H  2.9117  -0.2654  4.5661
H  -0.6901  -0.3086  5.0556
H  0.6805  0.2955  5.6506
C  -1.2754  5.0866  -3.7358
O  -0.4493  4.3334  -2.8647
C  0.7554  3.8505  -3.4266
C  0.9569  2.3750  -3.1316
N  2.3620  1.9986  -3.0954
C  2.5102  0.5534  -2.8468
C  3.9669  0.3462  -2.4702
O  4.3236  1.0741  -1.3125
C  5.5054  0.6434  -0.7050
H  -1.5282  4.5364  -4.6451
H  -0.7596  6.0077  -4.0286
H  -2.1350  5.3395  -3.1212
H  1.6097  4.3167  -2.9172
H  0.8002  4.1394  -4.4796
H  0.3092  1.7377  -3.7404
H  0.5118  2.2518  -2.1283
H  2.8267  2.5720  -2.4058
H  2.2947  -0.0147  -3.7497
H  1.8173  0.3244  -2.0263
H  4.6467  0.4736  -3.3122
H  4.0176  -0.7219  -2.2009
H  5.3263  -0.4009  -0.3945
H  5.7437  1.1743  0.2169
H  6.4186  0.6293  -1.3100
C  2.3342  3.7332  2.1494
C  3.1999  3.1418  1.0387
O  2.5062  2.1119  0.3737
H  1.3481  4.0450  1.8028
H  2.8512  4.5228  2.6949
H  2.1672  2.9661  2.9126
H  4.0210  2.6899  1.6062
H  3.5465  3.9380  0.3770
H  3.1052  1.5385  -0.1520
C  -1.1418  -3.5967  1.1112
C  -0.7038  -5.0628  0.9100
O  -1.6224  -5.7073  0.0419
H  -0.5919  -3.0609  1.8925
H  -2.1744  -3.4794  1.4353
H  -0.8585  -3.0142  0.2330
H  -0.6517  -5.4747  1.9255
H  0.2954  -5.1461  0.4727
H  -1.1374  -6.4512  -0.3270
C  -0.5837  3.5421  4.8660
C  0.0577  3.4554  6.2444
O  1.4686  3.5636  6.2435
H  -1.6615  3.3905  4.8959
H  -0.1777  2.8701  4.1082
H  -0.3049  4.5029  4.4150
H  -0.2125  2.5051  6.7118
H  -0.3128  4.2836  6.8644
H  1.6750  4.4657  5.9762

Results of the Mulliken charge analysis, in e, for atoms 1 through 4: -0.7699, -0.3263, -0.8114, 0.8236

---

Record 2
# C19H46N3O2Si2

The ion C19H46N3O2Si2 with charge +1 (the ωB97M-V functional and the def2-TZVPD basis, OMol25).

Total charge: +1
Highest occupied orbital energy in eV: -12.582
Kohn-Sham gap in eV: 9.758

CARTESIAN COORDINATES (ANGSTROEM)
C  1.1872  4.1440  1.3470
C  0.2052  3.4254  0.4031
C  0.5527  3.6030  -1.0761
C  -0.4871  2.9955  -2.0312
C  -0.0732  1.6433  -2.6499
C  -1.1763  0.5922  -2.5871
C  -0.8029  -0.7450  -3.2486
C  -1.5807  -1.9339  -2.6767
N  -0.9151  -2.6819  -1.5978
C  -0.0180  -3.7805  -1.9997
C  1.2789  -3.9430  -1.2274
O  2.2413  -2.9911  -1.6648
Si  3.6419  -2.7448  -0.7639
C  4.5683  -4.3413  -0.4838
C  4.6442  -1.5492  -1.7668
C  3.2868  -1.9714  0.9084
C  -0.6430  -1.9493  -0.4564
N  0.3893  -1.1484  -0.4185
N  -1.4797  -2.0757  0.5850
C  -1.3067  -1.2365  1.7761
C  -1.5690  0.2407  1.4754
O  -1.5040  0.9425  2.6904
Si  -2.7769  1.9363  3.1594
C  -4.1434  0.9377  3.9481
C  -2.0374  3.1167  4.3860
C  -3.4481  2.8896  1.6948
H  1.7848  4.8756  0.7968
H  0.6570  4.6710  2.1424
H  1.8718  3.4408  1.8285
H  -0.8057  3.8163  0.5651
H  0.1699  2.3576  0.6580
H  0.6480  4.6767  -1.2682
H  1.5450  3.1775  -1.2686
H  -0.6486  3.7009  -2.8490
H  -1.4466  2.8769  -1.5135
H  0.8170  1.2732  -2.1199
H  0.2291  1.7923  -3.6912
H  -2.0644  0.9860  -3.0957
H  -1.4816  0.4436  -1.5425
H  0.2798  -0.9179  -3.2023
H  -1.0481  -0.6710  -4.3125
H  -1.7958  -2.6641  -3.4596
H  -2.5596  -1.5905  -2.3230
H  -0.5693  -4.7261  -1.9538
H  0.2652  -3.6398  -3.0484
H  1.6367  -4.9513  -1.4669
H  1.1470  -3.9088  -0.1361
H  4.9311  -4.3743  0.5485
H  3.9914  -5.2511  -0.6613
H  5.4529  -4.3596  -1.1276
H  4.2058  -0.5461  -1.7280
H  5.6831  -1.5092  -1.4369
H  4.6056  -1.8567  -2.8173
H  2.6410  -2.5739  1.5545
H  4.2535  -1.8938  1.4186
H  2.8882  -0.9561  0.8413
H  1.0174  -1.1515  -1.2135
H  0.6111  -0.5446  0.3586
H  -1.6316  -3.0592  0.7732
H  -0.3135  -1.3655  2.2267
H  -2.0374  -1.5492  2.5227
H  -0.8084  0.6646  0.8073
H  -2.5346  0.3362  0.9621
H  -3.7314  0.0333  4.4090
H  -4.9158  0.6338  3.2379
H  -4.6070  1.5287  4.7439
H  -1.7640  2.5861  5.3021
H  -1.1025  3.5073  3.9692
H  -2.7126  3.9420  4.6151
H  -4.3158  2.4188  1.2261
H  -2.6922  3.0845  0.9268
H  -3.7799  3.8614  2.0763

Results of the Mulliken charge analysis, in e, for atoms 1 through 4: -1.4675, 1.1673, -1.0354, -0.7627

---

Question: Which of these has the lowest Kohn-Sham gap?
Answer: C24H66N4O8